106
Properties=species:S:1:pos:R:3 method="wB97M-V/def2-TZVPD" lumo_ha=-0.186 energy_ev=-115252.272 total_charge=+1 homo_ha=-0.4290
N 0.676 0.175 2.734
P -0.052 -0.285 1.452
O -0.262 -1.882 1.377
O 0.811 0.124 0.118
P -2.060 0.596 1.243
C -2.289 2.213 2.087
C -3.540 2.976 1.594
O -4.015 2.904 0.529
Cl -4.252 4.087 2.787
S -3.590 -0.727 2.063
O -2.997 -1.802 2.822
O -4.450 0.024 2.939
C -4.549 -1.517 0.645
F -4.764 -2.763 0.985
F -5.694 -0.866 0.534
F -3.861 -1.421 -0.490
H 1.543 0.643 2.447
H -0.450 -2.226 2.273
H 0.631 1.053 -0.125
H -2.341 0.698 -0.143
H -2.387 2.011 3.179
H -1.379 2.835 1.956
O -11.476 -2.155 3.740
C -10.721 -2.395 2.841
O -9.706 -1.541 2.581
C -8.656 -1.806 1.651
C -9.081 -1.469 0.235
C -10.923 -3.597 1.954
H -8.297 -2.833 1.751
H -7.828 -1.157 1.941
H -9.926 -2.077 -0.088
H -8.256 -1.626 -0.463
H -9.399 -0.428 0.173
H -11.682 -3.361 1.209
H -11.268 -4.426 2.570
H -10.020 -3.940 1.453
O 1.786 1.627 -2.531
C 1.641 0.649 -3.226
O 1.295 0.793 -4.506
C 1.262 -0.284 -5.461
C -0.036 -1.059 -5.373
C 1.781 -0.729 -2.640
H 2.140 -0.923 -5.355
H 1.336 0.184 -6.441
H -0.165 -1.526 -4.395
H -0.069 -1.838 -6.134
H -0.887 -0.390 -5.519
H 0.855 -0.986 -2.129
H 2.600 -0.716 -1.921
H 2.020 -1.504 -3.366
O 4.060 -2.462 -6.347
C 4.709 -2.090 -5.404
O 5.407 -0.947 -5.489
C 6.074 -0.325 -4.379
C 7.437 -0.941 -4.139
C 4.801 -2.924 -4.151
H 5.443 -0.343 -3.488
H 6.195 0.722 -4.653
H 7.365 -1.999 -3.885
H 7.952 -0.426 -3.327
H 8.047 -0.872 -5.040
H 5.537 -3.713 -4.301
H 3.825 -3.371 -3.962
H 5.057 -2.353 -3.260
O 3.665 -1.803 1.661
C 3.456 -2.764 0.972
O 2.548 -3.680 1.360
C 2.104 -4.766 0.535
C 3.063 -5.936 0.599
C 4.243 -2.982 -0.291
H 1.924 -4.427 -0.488
H 1.138 -5.070 0.937
H 4.054 -5.669 0.229
H 2.688 -6.772 0.008
H 3.190 -6.265 1.631
H 5.211 -3.418 -0.043
H 4.393 -2.015 -0.770
H 3.737 -3.612 -1.021
O 4.841 2.804 -1.685
C 4.550 3.899 -2.091
O 5.510 4.691 -2.600
C 5.256 5.937 -3.260
C 5.090 7.066 -2.264
C 3.141 4.421 -1.976
H 4.406 5.849 -3.939
H 6.132 6.130 -3.879
H 4.238 6.902 -1.604
H 4.948 8.016 -2.781
H 5.973 7.142 -1.627
H 2.983 4.792 -0.962
H 2.453 3.600 -2.174
H 2.896 5.205 -2.689
O -1.050 3.848 4.248
C -1.004 3.347 5.344
O -1.667 2.199 5.562
C -1.556 1.420 6.767
C -2.467 1.954 7.853
C -0.280 4.018 6.479
H -0.516 1.350 7.088
H -1.869 0.411 6.499
H -2.206 2.974 8.136
H -2.410 1.326 8.743
H -3.501 1.976 7.505
H -0.923 4.793 6.897
H 0.627 4.475 6.087
H 0.030 3.341 7.270

---

95
Properties=species:S:1:pos:R:3 method="wB97M-V/def2-TZVPD" lumo_ha=-0.108 energy_ev=-73536.132 total_charge=+1 homo_ha=-0.4331
C 1.674 0.506 2.795
C 1.447 -0.936 2.289
O 0.096 -1.383 2.503
C -0.291 -1.339 3.855
C -1.396 -0.289 4.074
O -2.619 -1.006 4.255
C -3.720 -0.294 3.826
N -4.903 -1.217 3.667
C -6.160 -0.420 3.353
C -6.064 1.096 3.077
C -5.599 1.546 1.693
N -5.579 3.043 1.699
C -4.560 -2.331 2.716
I -4.587 -1.689 0.633
C -5.359 -3.638 2.829
C -4.641 -4.696 1.927
I -7.410 -3.620 2.185
P -5.154 -1.906 5.342
O -4.176 -2.904 5.637
O -6.577 -2.642 5.407
O -5.228 -0.715 6.406
H 0.753 1.076 2.748
H 1.978 0.440 3.835
H 2.457 0.944 2.189
H 1.596 -0.936 1.213
H 2.106 -1.654 2.769
H -0.736 -2.308 4.085
H 0.536 -1.214 4.551
H -1.398 0.362 3.201
H -1.158 0.265 4.984
H -3.918 0.468 4.580
H -3.490 0.171 2.868
H -6.724 -0.840 2.529
H -6.843 -0.485 4.198
H -7.105 1.422 3.127
H -5.598 1.671 3.877
H -6.359 1.267 0.970
H -4.610 1.203 1.406
H -4.796 3.319 1.115
H -5.276 3.334 2.624
H -3.529 -2.635 2.821
H -5.338 -4.086 3.813
H -4.770 -5.661 2.410
H -5.137 -4.754 0.967
H -3.569 -4.526 1.862
H -7.254 -2.003 5.680
H -5.590 0.089 5.995
C 6.368 -3.432 0.174
C 5.021 -3.026 -0.408
C 4.720 -1.534 -0.241
C 4.685 -1.166 1.182
N 4.658 -0.891 2.289
H 6.411 -3.267 1.252
H 6.548 -4.493 0.001
H 7.178 -2.872 -0.293
H 4.232 -3.614 0.069
H 5.005 -3.270 -1.471
H 3.754 -1.291 -0.686
H 5.482 -0.933 -0.739
C -7.815 0.863 -2.500
C -6.790 1.976 -2.691
C -5.610 1.556 -3.575
C -4.893 0.424 -2.974
N -4.342 -0.459 -2.507
H -7.381 0.001 -1.989
H -8.649 1.215 -1.892
H -8.214 0.527 -3.458
H -6.421 2.296 -1.714
H -7.278 2.839 -3.146
H -4.912 2.385 -3.694
H -5.957 1.263 -4.566
C 6.106 -0.194 -5.284
C 7.132 0.380 -4.315
C 8.305 -0.574 -4.055
C 7.836 -1.836 -3.467
N 7.473 -2.817 -3.011
H 5.648 -1.102 -4.883
H 5.309 0.521 -5.463
H 6.564 -0.435 -6.244
H 6.636 0.619 -3.370
H 7.520 1.310 -4.716
H 9.018 -0.117 -3.369
H 8.828 -0.797 -4.986
C 8.930 4.926 -4.647
C 8.031 5.652 -5.641
C 6.565 5.215 -5.550
C 6.435 3.780 -5.837
N 6.334 2.666 -6.061
H 8.948 3.851 -4.836
H 9.954 5.288 -4.726
H 8.592 5.087 -3.621
H 8.402 5.479 -6.653
H 8.088 6.727 -5.459
H 5.958 5.768 -6.267
H 6.169 5.409 -4.552

---

96
Properties=species:S:1:pos:R:3 method="wB97M-V/def2-TZVPD" lumo_ha=-0.001 energy_ev=-59570.793 relative_energy_kj_mol=1528.90 total_charge=0 homo_ha=-0.2864 smiles=Oc1ccc(O)cc1.Oc1ccc(O)cc1.Oc1ccc(O)cc1.CO.CO.CO.CO.CO.CO.CO.CO.CO
C -3.565 1.529 0.054
O -3.311 0.626 -0.895
H -4.413 2.168 -0.072
H -2.710 2.124 0.405
H -3.514 1.092 1.062
H -2.348 0.496 -0.904
C -2.772 -0.313 -5.638
O -3.505 -1.182 -4.943
H -2.243 0.303 -4.977
H -3.423 0.571 -5.996
H -2.232 -0.797 -6.548
H -4.364 -1.287 -5.147
C 3.965 0.871 4.561
O 3.945 0.123 3.313
H 3.335 1.778 4.582
H 5.047 1.098 4.654
H 3.689 0.183 5.274
H 4.842 0.139 2.712
C -1.264 -5.299 2.025
O -2.148 -5.187 3.140
H -1.803 -5.904 1.422
H -0.227 -5.791 2.298
H -1.161 -4.271 1.669
H -1.716 -5.183 3.912
C -4.294 -3.203 -2.077
O -3.469 -3.463 -3.345
H -4.634 -4.194 -1.728
H -5.024 -2.444 -2.290
H -3.761 -2.729 -1.213
H -3.022 -2.710 -3.579
C 0.300 -3.175 -4.962
O 0.917 -2.724 -3.763
H -0.584 -3.600 -4.684
H 1.141 -3.695 -5.316
H 0.117 -2.338 -5.535
H 0.272 -2.043 -3.357
C 3.257 -2.954 0.690
O 4.232 -3.764 0.115
H 2.329 -3.252 0.678
H 3.369 -2.205 0.009
H 3.352 -3.095 1.801
H 5.074 -3.269 0.164
C -1.617 4.534 -1.601
O -0.367 4.013 -1.817
H -2.318 4.406 -2.486
H -1.754 5.624 -1.565
H -2.275 4.153 -0.693
H 0.098 4.658 -1.903
C 1.525 1.242 -4.585
O 0.255 1.896 -4.308
H 1.897 0.938 -3.675
H 2.502 1.789 -4.656
H 1.374 0.455 -5.482
H 0.440 2.746 -4.499
C -0.622 -1.225 5.844
C -0.766 -1.915 7.051
C -2.046 -2.275 7.404
C -3.210 -1.844 6.645
C -3.001 -1.191 5.439
C -1.673 -1.006 4.963
O -1.436 -0.216 3.774
O -2.351 -3.183 8.430
H 0.445 -0.970 5.431
H 0.105 -2.027 7.687
H -4.208 -2.063 7.019
H -3.993 -1.033 4.813
H -0.644 0.092 3.427
H -1.629 -3.866 8.610
C 0.455 0.925 -0.600
C 0.902 1.009 0.710
C 0.711 -0.134 1.562
C 0.016 -1.279 1.115
C -0.467 -1.384 -0.231
C -0.299 -0.169 -1.000
O -0.774 -0.217 -2.278
O 1.238 -0.153 2.827
H 0.670 1.611 -1.378
H 1.441 1.973 1.015
H -0.064 -2.144 1.844
H -0.910 -2.152 -0.580
H -0.348 0.381 -2.684
H 2.208 -0.046 2.950
C 2.388 5.335 -0.232
C 3.226 4.260 0.058
C 3.866 3.509 -1.059
C 3.627 3.899 -2.315
C 2.835 5.079 -2.602
C 2.268 5.800 -1.493
O 1.468 6.866 -1.799
O 4.761 2.463 -0.805
H 1.971 5.918 0.371
H 3.302 4.045 0.966
H 3.887 3.376 -3.188
H 2.655 5.299 -3.686
H 1.301 7.038 -2.732
H 5.298 2.175 -1.588

---

117
Properties=species:S:1:pos:R:3 method="wB97M-V/def2-TZVPD" lumo_ha=-0.015 energy_ev=-146516.132 total_charge=0 homo_ha=-0.3523
C 3.408 2.622 -2.040
C 2.989 3.624 -3.018
O 4.200 4.388 -3.309
S 5.290 3.287 -3.506
O 6.562 3.691 -2.959
O 5.204 2.867 -4.902
O 4.693 2.245 -2.564
H 2.702 1.798 -1.998
H 3.479 2.925 -1.011
H 2.229 4.330 -2.751
H 2.598 3.120 -3.899
C 1.456 -1.841 -4.845
C 0.539 -1.257 -3.850
O 0.090 0.008 -4.407
S 0.667 0.225 -5.856
O 1.943 0.892 -5.716
O -0.429 0.629 -6.646
O 0.993 -1.282 -6.171
H 1.268 -2.905 -4.820
H 2.474 -1.560 -4.674
H 0.911 -1.037 -2.868
H -0.341 -1.900 -3.753
C -2.842 -2.795 4.553
C -1.890 -1.856 3.945
O -2.679 -0.714 3.465
S -4.074 -0.754 4.119
O -4.973 -1.248 3.100
O -4.328 0.473 4.788
O -3.820 -1.846 5.187
H -2.456 -3.474 5.295
H -3.370 -3.358 3.783
H -1.271 -2.243 3.129
H -1.214 -1.461 4.692
C -0.817 -6.461 -0.397
C -0.209 -7.848 -0.382
O 1.052 -7.732 -1.112
S 1.201 -6.251 -1.629
O 1.648 -6.282 -2.986
O 1.791 -5.500 -0.548
O -0.321 -5.904 -1.655
H -0.536 -5.853 0.451
H -1.904 -6.437 -0.519
H -0.769 -8.617 -0.915
H 0.003 -8.198 0.622
C -2.843 -0.365 -1.273
C -3.371 -1.238 -0.206
O -2.751 -2.586 -0.541
S -2.984 -2.711 -2.073
O -4.358 -2.963 -2.290
O -1.950 -3.540 -2.589
O -2.694 -1.242 -2.437
H -1.852 0.021 -1.021
H -3.447 0.533 -1.387
H -4.447 -1.331 -0.271
H -2.971 -0.928 0.746
C 1.596 4.512 3.911
C 1.417 6.051 3.713
C -0.006 6.270 3.382
O -0.602 4.983 3.140
C 0.133 4.163 4.069
H 2.155 4.315 4.819
H 2.005 3.992 3.051
H 1.994 6.349 2.864
H 1.683 6.516 4.629
H -0.150 6.773 2.461
H -0.571 6.724 4.177
H -0.060 3.106 3.904
H -0.229 4.322 5.094
C 6.268 -4.306 1.317
C 5.367 -3.878 0.183
C 4.292 -3.104 0.823
O 4.506 -3.090 2.241
C 5.901 -3.273 2.406
H 7.331 -4.252 1.094
H 6.126 -5.309 1.673
H 4.981 -4.753 -0.329
H 5.954 -3.298 -0.533
H 3.300 -3.465 0.664
H 4.305 -2.066 0.542
H 6.149 -3.567 3.403
H 6.551 -2.396 2.311
C -6.703 1.323 -0.170
O -6.344 2.036 0.999
C -5.014 2.073 1.292
O -4.152 1.449 0.642
O -4.836 2.746 2.393
C -3.511 2.954 2.912
H -7.758 1.461 -0.441
H -6.590 0.253 -0.010
H -6.130 1.720 -0.997
H -3.469 2.856 3.991
H -3.150 3.898 2.509
H -2.912 2.159 2.484
C -1.983 2.152 -3.846
O -1.525 2.439 -2.515
C -1.073 3.654 -2.223
O -0.886 4.634 -2.984
O -0.740 3.634 -0.923
C 0.065 4.765 -0.469
H -2.003 1.084 -3.971
H -1.344 2.675 -4.553
H -2.960 2.515 -4.084
H 0.102 4.752 0.615
H -0.416 5.680 -0.819
H 1.062 4.734 -0.924
C -0.535 1.432 1.389
O -0.031 0.124 0.852
C 1.266 0.079 0.486
O 2.032 0.994 0.523
O 1.599 -1.165 -0.034
C 0.663 -2.272 0.040
H -0.919 1.165 2.365
H -1.314 1.874 0.761
H 0.219 2.213 1.507
H 0.473 -2.584 1.064
H 1.186 -3.033 -0.505
H -0.248 -1.953 -0.448

---

86
Properties=species:S:1:pos:R:3 method="wB97M-V/def2-TZVPD" lumo_ha="-0.173 / -0.163" energy_ev=-79806.652 multiplicity=7 total_charge=+1 homo_ha="-0.3577 / -0.3598"
Tb -0.699 -0.489 -0.745
C -2.712 1.748 0.160
C -3.086 0.919 -0.944
C -3.165 -0.353 0.992
C -2.831 0.989 1.352
C -3.348 -0.398 -0.427
C -2.420 3.198 0.094
H -2.238 3.520 -0.940
H -1.532 3.452 0.694
H -3.250 3.810 0.485
C -2.741 1.555 2.714
H -3.083 2.603 2.728
H -1.705 1.538 3.083
H -3.360 1.006 3.441
C -3.448 -1.474 1.915
H -4.500 -1.798 1.851
H -3.258 -1.194 2.957
H -2.831 -2.355 1.673
C -3.801 -1.562 -1.236
H -4.523 -1.240 -2.005
H -4.279 -2.325 -0.603
H -2.979 -2.072 -1.782
C -3.514 1.443 -2.262
H -4.519 1.901 -2.192
H -3.567 0.659 -3.029
H -2.842 2.231 -2.630
C 1.493 0.312 -1.249
C 0.538 1.276 -1.531
C 0.149 1.694 -2.928
C -0.617 0.642 -3.795
C -0.934 -0.686 -3.128
C 0.089 -1.546 -2.741
C 1.504 -1.277 -3.238
C 2.333 -0.355 -2.306
H 1.032 2.030 -3.504
H -0.026 0.493 -4.720
H -0.467 2.608 -2.848
H 2.871 0.389 -2.927
H 1.928 0.250 -0.243
H 0.304 2.015 -0.736
H 3.132 -0.942 -1.818
H 2.047 -2.224 -3.389
H -0.121 -2.605 -2.472
H 1.489 -0.798 -4.229
H -1.559 1.103 -4.138
H -1.925 -1.098 -3.376
P 2.230 3.434 0.325
C 1.941 4.657 1.661
H 2.843 5.263 1.781
H 1.678 4.138 2.590
H 1.095 5.284 1.352
C 3.665 2.459 0.936
H 4.367 3.120 1.460
H 4.165 1.993 0.073
H 3.344 1.652 1.610
C 3.077 4.457 -0.936
H 3.443 3.803 -1.736
H 3.905 4.982 -0.449
H 2.353 5.164 -1.359
P 0.924 -3.822 -0.440
C -0.180 -5.207 -0.916
H 0.380 -6.051 -1.339
H -0.888 -4.822 -1.664
H -0.758 -5.534 -0.041
C 2.506 -4.209 -1.282
H 2.388 -4.209 -2.374
H 2.897 -5.174 -0.932
H 3.221 -3.413 -1.021
C 1.405 -4.240 1.270
H 1.627 -5.313 1.357
H 0.585 -3.967 1.950
H 2.292 -3.652 1.551
C 2.391 -1.338 3.030
Si 0.690 -0.534 2.776
C -0.526 -1.466 3.890
C 0.911 1.255 3.381
O 0.182 -0.637 1.225
H 2.948 -0.815 3.828
H 2.990 -1.321 2.105
H 2.271 -2.385 3.345
H 0.000 -1.873 4.767
H -1.335 -0.815 4.259
H -0.972 -2.311 3.345
H 1.931 1.613 3.164
H 0.195 1.973 2.947
H 0.787 1.272 4.480

---

Max |F|
In order: 4.69 2.91 15.07 4.69 10.71
Unit: eV Å⁻¹